Entry 1:
ORCA calculation (ωB97M-V/def2-TZVPD) on one molecule with the formula C20H28N2O5S in a non-equilibrium geometry.

Output
Charge = 0
LUMO = 0.66 eV
HOMO-LUMO gap = 0.35310 Ha
Structure (SMILES) = Cc1ccc(S(=O)(=O)N2CCC[C@H](C(=O)N3CCC4(CC3)OCCO4)C2)cc1

Last column: Mulliken charge in e.
CARTESIAN COORDINATES (ANGSTROEM)
1 S -1.231 1.426 -0.741  1.710
2 O 0.193 1.272 -0.865  -0.783
3 O 4.731 -3.598 0.137  -0.564
4 O -2.059 0.597 -1.576  -0.722
5 O -0.313 -2.379 3.151  -0.726
6 O 3.091 -4.209 -1.274  -0.520
7 N 1.087 -2.244 1.396  0.238
8 N -1.599 1.287 0.894  0.186
9 C -2.695 7.240 -1.555  -1.417
10 C 2.574 -4.159 1.072  -1.212
11 C -1.672 3.135 -1.009  -0.375
12 C -0.729 0.388 1.619  -1.538
13 C -3.060 4.796 -2.012  -0.789
14 C -1.290 5.439 -0.528  -0.861
15 C -3.434 -0.384 0.966  -0.556
16 C -2.504 -1.336 1.716  -1.194
17 C -0.950 4.111 -0.350  -0.411
18 C -2.349 5.797 -1.360  1.045
19 C 2.911 -2.016 -0.215  -1.835
20 C -2.724 3.464 -1.839  -0.287
21 C -0.078 -1.971 2.026  -0.294
22 C 3.338 -3.492 -0.079  1.835
23 C 2.031 -3.132 2.053  -0.933
24 C -3.004 1.071 1.174  -0.908
25 C -1.059 -1.074 1.287  1.164
26 C 1.416 -1.858 0.034  0.056
27 C 4.242 -4.118 -2.085  -0.458
28 C 5.351 -3.630 -1.128  -0.472
29 H -0.982 -1.210 0.206  0.576
30 H -2.586 -1.190 2.795  0.289
31 H -3.882 5.061 -2.661  0.338
32 H 3.249 -4.845 1.581  0.433
33 H 0.294 0.643 1.340  0.558
34 H 1.756 -4.732 0.634  0.340
35 H -1.948 7.718 -2.189  0.303
36 H -2.774 -2.371 1.499  0.474
37 H -3.178 1.374 2.212  0.454
38 H -4.462 -0.507 1.310  0.463
39 H 2.856 -2.554 2.484  0.251
40 H -0.732 6.211 -0.019  0.382
41 H -0.132 3.815 0.286  0.441
42 H -0.861 0.565 2.690  0.373
43 H 5.710 -2.632 -1.409  0.260
44 H 6.198 -4.316 -1.069  0.340
45 H 0.876 -2.494 -0.680  0.101
46 H -2.705 7.765 -0.602  0.363
47 H 1.494 -3.621 2.869  0.555
48 H -3.666 7.350 -2.029  0.357
49 H -3.567 1.736 0.516  0.377
50 H 3.139 -1.661 -1.220  0.428
51 H 1.141 -0.817 -0.154  0.336
52 H -3.259 2.673 -2.340  0.506
53 H 4.082 -3.414 -2.909  0.284
54 H -3.394 -0.605 -0.101  0.339
55 H 4.444 -5.111 -2.493  0.330
56 H 3.483 -1.423 0.497  0.367

***

Entry 2:
ORCA calculation (ωB97M-V/def2-TZVPD) on C14H45BNO4P2SSi4 as an isolated structure in a non-equilibrium geometry.

Output
Charge = -1
LUMO = 2.38 eV
HOMO-LUMO gap = 0.23777 Ha

Last column: Mulliken charge in e.
CARTESIAN COORDINATES (ANGSTROEM)
1 S 1.407 2.907 3.501  -0.542
2 P -2.296 2.245 1.476  0.223
3 P 0.224 1.586 2.603  0.400
4 Si -2.883 -5.462 1.170  0.428
5 Si 4.085 2.746 -4.725  0.423
6 Si 2.694 2.209 -2.007  0.323
7 Si -1.032 -2.977 1.196  0.192
8 O -2.494 1.573 5.259  -0.676
9 O -2.648 3.882 1.728  -0.523
10 O -1.829 -4.326 0.644  -0.391
11 O 3.472 1.929 -3.445  -0.410
12 N -1.728 3.774 4.558  -0.507
13 C -1.486 1.613 2.922  -0.069
14 C 4.806 1.517 -5.931  -1.045
15 C 0.069 -3.462 2.630  -1.064
16 C 0.032 -2.276 -0.161  -0.740
17 C 1.073 3.081 -2.319  -0.907
18 C 5.432 3.918 -4.167  -1.016
19 C 3.759 3.269 -0.899  -0.981
20 C -3.222 -6.656 -0.226  -1.049
21 C 2.740 3.725 -5.580  -1.016
22 C -4.491 -4.669 1.701  -1.018
23 C -4.049 1.601 1.638  -1.189
24 C -2.242 -1.687 1.760  -0.045
25 C 2.359 0.586 -1.166  -0.550
26 C -2.161 -6.408 2.614  -1.018
27 B -1.869 2.349 4.258  0.484
28 H -2.308 -7.154 -0.556  0.275
29 H -0.864 3.976 5.052  0.200
30 H 0.784 -2.987 -0.511  0.390
31 H 1.850 0.786 -0.222  -0.175
32 H -5.238 -5.432 1.933  0.380
33 H -1.717 -0.766 2.025  -0.412
34 H 3.884 4.277 -1.302  0.285
35 H 0.678 -2.606 2.932  0.412
36 H -2.797 -2.012 2.644  0.296
37 H -4.769 2.417 1.745  0.412
38 H 6.188 3.393 -3.579  0.277
39 H 0.427 1.621 1.211  -0.252
40 H -4.352 -4.051 2.590  0.296
41 H 1.888 3.086 -5.825  0.278
42 H -4.158 0.932 2.495  0.158
43 H 2.376 4.537 -4.948  0.297
44 H -2.802 -7.252 2.880  0.379
45 H -2.494 4.060 5.161  0.155
46 H -1.170 -6.798 2.371  0.279
47 H 0.458 2.532 -3.037  0.284
48 H -2.062 -5.771 3.495  0.297
49 H 3.295 3.357 0.087  0.424
50 H -0.564 -1.958 -1.019  0.367
51 H 4.045 0.822 -6.293  0.279
52 H 0.508 3.163 -1.387  0.347
53 H -4.311 1.035 0.742  0.341
54 H 1.225 4.091 -2.709  0.278
55 H 4.752 2.833 -0.768  0.275
56 H 0.686 0.295 2.955  -0.105
57 H -0.517 -3.775 3.497  0.315
58 H 0.741 -4.282 2.363  0.279
59 H 5.028 4.723 -3.550  0.295
60 H -3.659 -6.147 -1.087  0.276
61 H 5.927 4.371 -5.030  0.377
62 H 1.718 -0.059 -1.770  0.252
63 H 5.221 2.044 -6.794  0.299
64 H -2.960 -1.448 0.971  0.289
65 H 3.281 0.044 -0.946  0.428
66 H -3.075 0.927 4.842  0.285
67 H -3.245 4.166 1.028  0.245
68 H -4.891 -4.031 0.911  0.283
69 H 5.606 0.934 -5.474  0.279
70 H -3.926 -7.425 0.106  0.300
71 H 3.115 4.163 -6.509  0.378
72 H 0.551 -1.398 0.229  -0.012

***

Entry 3:
ORCA calculation (ωB97M-V/def2-TZVPD) on a 2-piece molecular cluster, C6H5BrClO3P overall in a non-equilibrium geometry.

Output
Charge = 0
LUMO (spin up / spin down) = -3.24 / -3.24 eV
HOMO-LUMO gap (spin up / spin down) = 0.21895 / 0.21929 Ha

Last column: Mulliken charge in e.
CARTESIAN COORDINATES (ANGSTROEM)
1 Br -2.877 -0.964 -1.749  -0.091
2 Cl -2.159 -0.048 3.435  0.024
3 P -2.138 -1.679 0.221  0.733
4 O -0.602 -1.726 -0.069  -0.210
5 O -2.216 0.547 1.946  -0.364
6 O -2.688 -2.912 0.757  -0.479
7 C 0.540 1.733 -0.470  -0.808
8 C -0.326 0.688 -0.190  0.151
9 C 1.826 1.479 -0.720  -0.265
10 C 2.406 0.211 -0.501  -0.399
11 C 0.147 -0.604 -0.100  0.761
12 C 1.539 -0.833 -0.213  -0.364
13 H -1.457 0.791 -0.320  -0.008
14 H 0.183 2.784 -0.715  0.266
15 H 3.538 -0.077 -0.358  0.223
16 H 2.356 2.345 -1.038  0.367
17 H 1.929 -1.734 0.081  0.463

***

Entry 4:
ORCA calculation (ωB97M-V/def2-TZVPD) on a 11-piece molecular cluster, C39H64O33 overall in a non-equilibrium geometry.

Output
Charge = 0
LUMO = -0.15 eV
HOMO-LUMO gap = 0.35174 Ha
Structure (SMILES) = C[C@H]1COC(=O)O1.C[C@H]1COC(=O)O1.C[C@H]1COC(=O)O1.C[C@H]1COC(=O)O1.CCOC(=O)OC.CCOC(=O)OC.COC(=O)OC.COC(=O)OC.O=C1OCCO1.O=C1OCCO1.O=C1OCCO1

Last column: Mulliken charge in e.
CARTESIAN COORDINATES (ANGSTROEM)
1 O -3.774 4.649 -1.600  -0.268
2 O -6.612 -2.377 -0.711  -0.339
3 O 1.150 -0.299 1.926  -0.247
4 O -0.537 0.328 0.714  -0.175
5 O 4.800 -4.171 -1.383  -0.631
6 O -2.011 -4.121 -2.673  -0.526
7 O 5.275 -0.293 3.571  -0.330
8 O 3.933 -4.163 0.732  0.053
9 O -0.347 -5.059 -1.729  -0.411
10 O -3.269 0.734 4.053  -0.302
11 O 0.089 -4.083 2.117  -0.536
12 O -3.998 -0.028 -2.505  0.375
13 O 6.178 -1.162 1.847  -0.206
14 O -3.913 2.599 5.028  -0.374
15 O -4.854 -0.096 -4.550  -0.447
16 O 0.257 2.640 -3.947  -0.334
17 O -1.973 2.730 -4.351  -0.490
18 O 7.678 3.209 0.013  -0.586
19 O -3.255 0.868 6.306  -0.571
20 O 5.377 3.413 0.095  -0.397
21 O 1.606 0.537 -0.184  -0.494
22 O -0.856 0.755 -3.821  -0.202
23 O -4.602 -2.273 0.360  -0.208
24 O 6.420 2.072 -1.392  -0.427
25 O -3.811 -1.988 -3.647  -0.526
26 O -0.516 -2.886 -1.575  0.047
27 O -4.976 5.938 -3.131  -0.591
28 O 0.616 -3.192 4.116  -0.342
29 O -4.885 -3.620 -1.449  -0.496
30 O 5.610 0.940 1.757  -0.486
31 O -2.786 5.289 -3.641  -0.136
32 O 5.923 -4.736 0.512  -0.422
33 O -1.159 -2.478 3.093  -0.088
34 C -3.631 1.578 2.899  1.129
35 C -2.735 5.851 -4.935  -0.805
36 C -3.499 1.347 5.238  0.534
37 C -4.643 1.292 -2.752  0.012
38 C 0.788 -3.181 -1.006  0.594
39 C 3.473 -5.372 2.844  -1.492
40 C 2.487 -0.759 1.977  -0.941
41 C 0.785 0.220 0.678  0.448
42 C 5.709 -5.122 1.849  -0.503
43 C -2.893 4.145 0.606  -0.603
44 C 5.702 -0.084 2.367  0.684
45 C 6.576 2.900 -0.372  0.615
46 C 6.720 -1.158 0.534  0.163
47 C -0.981 -3.975 -2.092  0.295
48 C -1.032 -1.626 4.172  -0.045
49 C 5.091 1.853 -1.685  -0.324
50 C 0.437 0.310 -4.042  -0.011
51 C 0.773 -4.715 -0.882  -0.148
52 C 4.852 0.838 4.406  -0.757
53 C -7.086 -1.226 0.002  -0.375
54 C -4.936 1.245 -4.240  0.764
55 C -0.178 -3.360 3.051  0.525
56 C 0.085 -2.241 5.029  -0.401
57 C 8.021 -2.021 0.512  -1.477
58 C 4.404 -4.424 2.067  0.988
59 C -4.200 2.740 3.662  -0.289
60 C -4.723 0.900 2.113  -1.348
61 C -3.247 -2.539 0.652  -0.277
62 C -1.297 0.744 -0.449  -0.422
63 C 4.374 2.675 -0.552  1.428
64 C -4.110 -0.782 -3.579  0.289
65 C -2.523 4.682 -0.839  -0.232
66 C 4.842 -4.357 -0.153  0.575
67 C -5.341 -2.837 -0.633  0.657
68 C -3.903 5.379 -2.816  0.604
69 C -0.973 2.056 -4.015  0.561
70 C -6.313 1.902 -4.622  -1.638
71 C 3.492 3.758 -1.246  -1.365
72 C 1.244 1.640 -3.970  0.175
73 H -3.044 -3.501 1.122  0.367
74 H 5.020 0.775 -1.537  -0.007
75 H 3.109 0.122 2.136  0.301
76 H -1.700 4.144 -1.308  0.009
77 H 0.696 -5.150 0.114  0.209
78 H 4.716 1.853 -2.708  0.362
79 H 3.740 2.137 0.153  -0.197
80 H -6.519 -0.348 -0.306  -0.043
81 H 4.435 1.687 3.865  0.329
82 H -3.723 5.821 -5.395  0.377
83 H -0.771 -0.633 3.807  -0.018
84 H 2.453 3.445 -1.144  0.217
85 H 7.974 -2.954 1.073  0.235
86 H -7.027 -1.296 1.088  0.272
87 H 0.664 -1.375 5.350  0.265
88 H 8.166 -2.326 -0.525  0.396
89 H -4.204 1.764 -4.858  0.058
90 H 0.836 -0.334 -3.258  -0.215
91 H -2.253 5.107 -5.569  0.245
92 H -2.790 -1.782 1.289  -0.031
93 H -2.255 6.827 -5.018  0.279
94 H 2.584 -4.742 2.830  0.191
95 H -6.476 1.781 -5.692  0.396
96 H -1.972 4.111 1.187  0.477
97 H 0.362 -0.299 -4.943  0.307
98 H 4.025 0.471 5.015  0.280
99 H 4.674 -3.567 2.684  -0.081
100 H 5.690 1.273 4.950  0.333
101 H -2.016 5.646 -0.821  0.544
102 H -5.284 2.791 3.568  0.245
103 H -0.928 0.118 -1.262  0.164
104 H 6.000 -1.636 -0.130  0.172
105 H 2.844 -1.387 1.161  0.388
106 H -7.081 1.257 -4.194  0.434
107 H -3.694 4.760 1.017  0.404
108 H 0.883 -2.787 0.005  -0.639
109 H 3.621 4.711 -0.732  0.356
110 H 7.041 -0.223 0.076  0.154
111 H -0.379 -2.769 5.861  0.332
112 H 1.928 1.748 -4.812  0.301
113 H 2.673 -1.375 2.856  0.534
114 H -2.586 -2.568 -0.215  0.082
115 H -6.570 2.942 -4.419  0.361
116 H -5.663 0.825 2.660  0.501
117 H 1.508 -2.889 -1.770  0.362
118 H 5.642 -6.192 2.044  0.241
119 H -3.339 3.150 0.590  -0.269
120 H -5.584 1.568 -2.275  0.286
121 H 1.654 -5.179 -1.326  0.178
122 H -8.086 -0.863 -0.237  0.363
123 H -2.379 0.638 -0.377  -0.132
124 H 1.657 1.552 -2.965  -0.116
125 H -4.923 1.620 1.319  0.496
126 H 3.219 -6.309 2.349  0.373
127 H -1.009 1.779 -0.633  0.385
128 H 3.843 3.845 -2.274  0.394
129 H 3.688 -5.457 3.909  0.417
130 H -1.990 -1.555 4.687  0.340
131 H -3.783 3.684 3.313  0.317
132 H -3.911 2.070 -2.535  -0.297
133 H -2.730 1.757 2.312  -0.265
134 H -4.393 -0.047 1.686  -0.036
135 H 8.867 -1.447 0.890  0.458
136 H 6.459 -4.740 2.542  0.378

***

Entry 5:
ORCA calculation (ωB97M-V/def2-TZVPD) on a 2-piece molecular cluster, C6H12BN3O2 overall in a non-equilibrium geometry.

Output
Charge = 0
LUMO = -2.04 eV
HOMO-LUMO gap = 0.14151 Ha

Last column: Mulliken charge in e.
CARTESIAN COORDINATES (ANGSTROEM)
1 O 0.782 2.365 -1.050  -0.528
2 O -1.271 -3.374 1.866  -0.915
3 N -2.242 0.007 1.663  -0.610
4 N -3.096 -0.365 0.733  0.366
5 N 1.871 0.174 -0.876  -0.136
6 C -1.746 -0.025 -1.224  -0.644
7 C -0.748 0.448 -0.282  0.434
8 C 3.038 1.086 -0.636  -0.838
9 C -1.110 0.390 1.097  -0.173
10 C 1.941 -0.909 0.142  -0.966
11 C -2.933 -0.423 -0.583  -0.219
12 B 0.689 0.992 -0.730  0.457
13 H 2.833 -1.537 -0.094  0.317
14 H -3.764 -0.799 -1.202  0.393
15 H 3.965 0.500 -0.450  0.324
16 H 1.069 -1.591 0.068  0.390
17 H -1.602 -0.046 -2.308  0.419
18 H 0.207 2.825 -0.415  0.299
19 H -1.783 -2.670 1.460  0.107
20 H -4.007 -0.650 1.100  0.250
21 H 2.894 1.723 0.267  0.301
22 H 3.233 1.698 -1.541  0.261
23 H 2.110 -0.536 1.179  0.317
24 H -0.332 0.715 1.814  0.395

***

Q: charge of number 2 (C14H45BNO4P2SSi4)?
A: -1